A structure of composition C17H17Br2MnNO in a non-equilibrium geometry, computed with ωB97M-V with the def2-TZVPD basis set.

The HOMO-LUMO gap (spin up / spin down) comes out at 5.56 / 5.31 eV. As for the spin multiplicity: 6. The total charge is 0. As for the HOMO energy (spin up / spin down): -5.72 / -8.02 eV. As for the expectation value of S²: 9.083.

```
39
Properties=species:S:1:pos:R:3:forces:R:3
C -1.144935 -0.728294 -2.008496 2.2 -1.6 -0.5
C 1.630246 -0.352651 -2.825981 1.2 1.2 -1.2
C -1.786569 0.311484 -2.819816 -2.2 0.3 -0.9
H -1.774957 -1.202111 -1.240581 0.2 0.3 -0.2
C 1.273463 1.030878 -2.348778 0.7 0.4 -2.3
H 2.704102 -0.557821 -2.886469 -0.3 0.0 0.2
H -2.297219 -0.233875 -3.642605 0.2 -0.1 0.1
H 2.120746 1.580262 -1.910500 -0.1 -0.2 -0.2
C -1.002103 1.371553 -3.610035 0.1 0.5 -0.2
H -1.682915 2.220283 -3.798858 0.2 -0.3 0.0
H -0.788693 0.939018 -4.598073 0.0 0.2 0.3
C -0.500719 -1.779290 -2.972409 -0.3 -0.2 -0.2
H -1.239443 -2.040819 -3.753836 0.1 0.0 0.3
H -0.271635 -2.733665 -2.468651 0.1 0.5 0.1
C 0.759793 -1.220367 -3.707556 -0.1 -0.5 -0.7
H 0.472244 -0.719023 -4.647786 0.0 -0.1 0.3
H 1.365759 -2.086499 -4.028714 -0.2 0.3 0.1
C 0.320897 1.963053 -3.069487 -0.3 0.3 0.1
H 0.838416 2.404827 -3.936829 -0.1 -0.1 0.1
H 0.094748 2.829766 -2.426400 0.0 -0.3 0.0
Mn 0.723527 -0.308390 -1.207953 -2.1 -1.1 2.6
H -2.710378 0.636060 -2.318299 0.6 0.9 0.3
Br 0.652391 -4.476323 1.548844 0.0 0.3 0.4
C 0.508799 -2.698155 2.142807 -0.2 -0.2 2.0
C 0.305107 -2.336887 3.475152 0.2 -1.4 -1.1
C 0.145042 -1.001716 3.865746 0.1 0.8 0.1
Br -0.115357 -0.612853 5.720839 0.1 -0.2 -0.9
C 0.187056 0.072977 2.917695 0.1 0.2 -0.6
C 0.006835 1.455275 3.155386 0.0 -1.1 1.1
C 0.016997 2.347726 2.097604 0.2 0.5 -2.5
C 0.237741 1.902964 0.785001 -0.4 1.1 1.9
N 0.462490 0.596932 0.540573 0.2 -1.0 0.6
C 0.437956 -0.309410 1.565036 -0.4 0.5 0.3
C 0.611098 -1.676609 1.155677 0.1 0.6 -1.6
O 0.813334 -1.932803 -0.093392 0.0 -0.5 1.8
H 0.273411 -3.124983 4.216511 -0.1 0.1 0.0
H -0.140692 1.797161 4.172502 0.0 0.0 -0.1
H -0.142557 3.410791 2.243000 0.0 -0.1 0.1
H 0.249375 2.552034 -0.089266 0.0 0.0 0.4
```
Positions in Å, forces in eV/Å.

Here are the Mulliken charges for atoms 1 to 5, given in e: C 0.164; C -0.238; C -1.216; H 0.537; C -0.391